Record 1
C51H69N12O4P | wB97M-V/def2-TZVPD

ORCA input file:
```
! wB97M-V def2-TZVPD RIJCOSX def2/J DEFGRID3
* xyz 0 1
N 5.011 -3.590 1.321
N 2.743 5.864 4.203
C 2.361 2.329 -4.388
H -6.084 1.334 -2.792
N 0.051 -2.610 5.773
C 6.535 -2.328 -1.450
C 1.876 5.895 3.145
N 7.103 -1.304 -3.330
N -6.302 1.384 -3.770
H -0.574 0.212 -0.426
C 4.544 -5.393 0.121
C -11.422 3.408 -5.093
H 4.620 -6.365 -0.339
H 1.198 4.927 -6.817
H -2.078 -2.509 -0.611
H -12.289 3.199 -5.699
H 2.577 -4.600 -0.592
H -8.406 3.079 -4.121
H 3.080 6.668 4.698
C -6.109 2.480 -4.573
H -3.674 -1.383 2.409
H 4.513 -1.371 -1.360
C -1.605 -2.780 7.236
C -10.195 2.806 -5.214
H -5.139 -0.966 1.495
H 2.468 2.684 3.560
C -0.539 -3.617 7.656
C -7.002 0.817 -5.797
C -0.590 6.084 -4.307
C 0.467 -3.493 6.732
C -6.537 2.157 -5.836
C -11.330 4.344 -4.032
C 0.655 5.505 -6.086
H 0.058 1.518 1.783
H 3.259 -2.448 0.907
H 2.748 0.784 6.693
H -9.568 4.822 -2.745
H 7.634 -1.010 -4.129
C -1.212 -2.174 6.069
N -0.234 7.215 -4.994
C 5.479 -4.822 0.946
H 2.314 1.081 -6.246
C -4.059 -1.204 1.381
C 0.529 6.871 -6.077
N -2.961 -2.704 -4.539
C 8.048 -6.247 4.985
H -0.158 3.974 -4.672
H -3.345 1.016 -2.895
C 2.413 3.759 3.596
C -3.898 -2.544 0.573
C -6.841 0.366 -4.511
C 1.202 1.330 9.496
C 2.228 -0.561 3.018
H -7.064 -0.587 -4.060
H 6.571 -2.955 -0.576
C -4.511 -3.591 -5.851
C -0.054 5.006 -4.965
H 9.885 -5.318 5.865
H -2.479 -2.056 -3.941
H -0.513 -4.240 8.536
H 3.759 4.332 5.283
H -0.492 8.150 -4.742
C 1.450 2.422 -3.367
C -2.499 -3.937 -4.908
C 8.671 -4.148 4.479
H 0.590 -2.324 4.973
H -6.518 2.811 -6.693
C 5.459 -1.500 -1.861
H 1.008 4.295 1.937
N 1.615 0.072 1.974
H -12.113 4.991 -3.669
C 5.838 -0.882 -3.025
H 8.511 -2.640 -2.444
H -9.840 2.046 -5.891
C 0.647 0.945 -4.841
C -3.442 -4.515 -5.721
C 2.481 1.134 7.675
H 1.439 -3.953 6.675
C 3.079 4.567 4.481
C 7.133 -5.729 4.106
H -5.687 3.389 -4.176
H 9.136 -3.182 4.374
H -3.370 -5.491 -6.174
O -0.991 -1.245 -2.505
H 2.551 2.652 10.594
H -5.417 -3.724 -6.421
H 6.432 -5.185 1.296
C 3.144 1.955 8.552
H 5.319 -0.182 -3.659
H -7.407 0.248 -6.617
H 3.022 -1.269 2.846
H -4.870 -3.061 0.455
H -1.719 -1.472 5.427
H 0.340 1.154 10.119
H 0.609 0.163 7.837
H 1.910 -0.434 5.177
C 7.534 -2.189 -2.379
N 7.522 -4.452 3.799
H 7.041 -3.837 3.174
C -4.183 -2.483 -5.111
C 2.332 2.079 9.708
H -4.714 -1.560 -4.943
C 0.653 0.920 2.454
H 1.452 3.013 -2.465
H -1.544 -4.295 -4.561
C 1.851 1.393 -5.324
H 8.020 -7.236 5.412
N 0.409 1.580 -3.653
C 3.476 -4.470 -0.011
N -9.368 3.339 -4.265
H -0.059 0.234 -5.238
C -3.165 -2.390 -0.801
H 4.105 2.414 8.382
H 0.913 7.624 -6.745
C 1.647 -0.118 4.180
H -3.540 -0.337 0.934
P -2.036 -0.344 -1.896
O -1.475 0.520 -0.592
O -2.421 0.777 -3.081
C 1.650 4.602 2.748
H -3.257 -3.218 1.187
C -10.050 4.280 -3.543
H 3.289 2.874 -4.455
H 5.486 -2.948 1.928
H -0.002 1.365 4.489
N 1.299 0.762 8.256
H 6.243 -6.157 3.673
C 3.793 -3.368 0.738
C 0.647 0.821 3.821
H -3.512 -3.169 -1.515
H 1.495 6.830 2.768
H 1.839 -0.064 1.004
H -2.552 -2.639 7.731
O -3.418 -1.109 -1.441
H -0.405 1.448 -3.079
H -1.192 6.145 -3.415
C 9.023 -5.244 5.222
*
```

Max |F|: 3.44 eV Å⁻¹
Molar mass: 945.17 g/mol
Highest occupied orbital energy: -8.060 eV
Gap between HOMO and LUMO: 7.66 eV

***

Record 2
C51H72BBrCl24NO7P | wB97M-V/def2-TZVPD

ORCA input file:
```
! wB97M-V def2-TZVPD RIJCOSX def2/J DEFGRID3
* xyz 0 1
Cl -7.328 6.831 2.207
C 2.899 -1.901 1.695
H -5.145 7.480 -5.455
H -0.781 9.387 -6.971
C -0.667 5.613 1.194
Cl -1.412 7.315 -6.080
H 4.832 -3.378 5.830
H -2.483 9.037 -7.286
H 1.089 -5.067 -0.124
C 0.517 -6.561 -4.258
H 4.490 -6.574 -4.031
H 2.491 1.070 10.216
H 2.236 5.725 -0.741
H 6.998 -4.154 4.760
H -0.356 -7.214 -4.261
C 4.855 -4.152 5.062
H -2.257 4.505 -11.694
C 5.290 -8.527 8.112
Cl -0.031 1.847 9.029
H -5.478 6.205 -3.290
H -1.343 9.763 -4.526
H 2.207 4.259 0.294
H 4.093 0.121 -2.856
C 0.395 -0.612 5.257
C 1.808 5.313 0.206
H 1.970 0.012 11.530
H 4.051 -4.858 5.266
H 3.438 -1.036 2.164
H 0.172 -5.532 -4.159
C -5.649 5.749 -4.266
N 3.624 -1.130 -0.688
O 2.105 0.590 -0.245
C 2.209 -2.909 2.548
C 1.555 -4.059 1.873
Cl -1.765 1.064 5.379
H 1.758 6.995 1.814
H 1.397 -0.833 5.629
H -0.579 -1.948 -4.934
C 1.558 -4.213 0.417
H -2.111 10.915 -5.621
H 4.428 1.540 -1.823
H -2.287 -1.424 -4.732
H -0.941 -4.081 -2.010
C 0.639 0.234 -3.640
H -0.435 0.329 10.787
Cl 7.946 -7.875 -4.188
C -2.072 9.866 -5.329
C -2.796 -6.101 6.421
Cl 6.622 -7.863 7.135
H -2.259 -2.982 2.565
H -3.952 -5.096 7.950
H -0.267 6.158 2.083
C 0.143 2.536 -2.765
Cl -4.886 5.627 -6.890
Br 1.891 -1.170 -4.233
C 2.279 6.050 1.508
C -7.744 5.643 0.945
P -3.686 0.777 -3.374
H 1.742 -7.761 -5.579
C -7.094 4.300 1.189
Cl -2.202 0.354 1.028
C -2.268 3.452 -2.397
C -2.115 5.393 1.061
H -3.803 4.524 -0.216
H 1.065 -4.851 2.490
H -2.834 5.759 1.838
Cl 4.502 -3.348 3.506
Cl -1.757 -4.262 8.158
H 0.455 1.369 6.069
Cl 2.634 -5.579 -5.691
H 3.057 1.856 -4.100
H 6.204 -7.245 -5.624
C -1.882 4.901 -10.751
O -3.266 3.760 -2.979
C 6.229 -7.677 -4.622
Cl -0.140 -2.176 1.950
C 1.311 -6.762 -5.530
Cl -7.399 5.870 -4.593
H -0.390 0.210 7.095
C -1.868 -1.983 2.365
H -3.461 -6.955 6.293
H -7.300 3.932 2.193
H -2.308 4.771 -8.633
H 0.661 -6.629 -6.396
C 3.586 0.895 -2.219
H 3.252 -9.158 7.915
H 2.235 -2.788 3.647
H -5.389 4.693 -4.197
H -7.454 6.059 -0.019
C 1.713 0.378 10.536
C 2.969 0.179 -0.969
C -0.318 4.463 -1.029
H 3.141 5.528 3.430
Cl -0.547 -2.119 5.383
H -1.774 -6.436 6.246
H -8.829 5.536 0.957
H -4.375 -1.127 -4.171
C 0.357 1.044 10.570
H -2.510 -1.864 0.306
Cl 6.244 -6.249 3.984
C -2.654 -1.344 1.253
H 2.844 2.915 -2.670
H 4.145 -9.170 6.392
C -2.738 4.462 -9.585
Cl -3.217 -4.923 5.151
H 2.299 -3.292 -1.476
H -3.719 -1.362 1.490
H -7.475 3.570 0.474
C 5.496 -6.773 -3.658
Cl 3.321 -7.029 6.941
Cl -5.325 4.361 0.974
O -0.676 -3.676 -2.857
H -1.337 -1.449 -1.163
C -0.812 -0.063 -3.721
H -3.731 4.904 -9.668
H 6.434 -5.198 6.068
C 6.204 -4.835 5.065
Cl 1.462 -6.968 -2.803
C -2.701 4.694 -0.090
O 1.416 4.633 -2.713
H 4.259 5.219 1.921
Cl 1.742 -1.030 9.443
C -1.774 4.228 -1.126
Cl -2.961 2.694 -9.543
C 1.154 1.527 -3.144
H 4.527 -0.844 -0.293
C -1.704 9.016 -6.524
C 4.002 -8.629 7.327
H 5.171 -7.898 8.994
C -1.297 -1.472 -4.220
H -1.932 -1.404 3.285
B -1.297 -2.418 -2.899
C 0.548 3.956 -2.231
H 0.475 -0.350 4.201
C -1.308 2.288 -2.854
H 5.602 -9.519 8.440
H 0.342 1.814 11.342
C 2.932 -2.015 0.240
H -1.879 5.990 -10.816
C 2.249 -3.174 -0.364
C -4.820 6.454 -5.312
O -4.368 1.551 -4.703
O -1.937 -2.011 -1.688
H 5.775 -8.666 -4.667
H -2.822 -6.311 8.554
C 0.243 5.140 0.148
H -3.949 1.303 -5.550
Cl -3.678 9.454 -4.672
H 6.008 -5.819 -3.535
C 2.655 1.883 -3.044
C -2.961 -5.526 7.810
C 3.275 5.561 2.324
C -0.216 0.509 6.065
C -1.821 0.977 -3.327
O -4.167 -0.843 -3.256
Cl -0.185 4.390 -10.571
H -3.775 6.468 -5.006
Cl 5.313 -7.513 -2.048
*
```

Max |F|: 4.02 eV Å⁻¹
Molar mass: 1783.70 g/mol
Highest occupied orbital energy: -7.583 eV
Gap between HOMO and LUMO: 7.16 eV

***

Record 3
C51H73BGeN5O2P2V | wB97M-V/def2-TZVPD

ORCA input file:
```
! wB97M-V def2-TZVPD RIJCOSX def2/J DEFGRID3
* xyz 0 3
C -0.770 1.829 4.364
H -2.354 1.637 -1.327
H 2.032 -1.085 2.734
H 2.872 4.822 -2.262
C 0.307 -5.385 0.441
C 4.540 2.636 0.927
H 4.011 3.547 -4.089
H -2.636 -1.185 -5.656
H -5.113 1.997 -0.788
H 3.208 -3.046 -2.725
C -3.692 -3.509 -1.828
C 3.337 -2.228 0.455
N 1.654 1.709 -1.621
H 0.757 4.315 6.077
C -4.892 2.781 -0.062
H 1.359 -6.732 -0.859
H 1.488 0.562 2.994
H -4.370 -0.004 -2.593
H -0.908 -3.564 4.971
C -0.069 3.592 2.874
H -0.136 -2.078 -0.167
H 2.590 -2.666 1.119
H 4.994 3.532 1.362
H 2.373 -2.943 -4.293
C 1.297 3.709 -0.387
C -0.367 -1.556 2.310
H 1.774 5.343 1.868
H -3.014 -4.572 -3.604
H 4.428 0.863 3.897
C 2.456 -2.504 -3.302
C 0.028 4.084 1.450
N 0.366 -0.578 1.638
C -2.456 -1.856 -4.811
H 6.000 -0.045 0.728
Ge -3.164 3.639 -0.475
H -4.529 -3.680 -3.846
C 2.755 2.684 2.645
H 3.659 1.053 -4.211
C 1.291 -4.746 -1.659
C -2.708 -1.093 -3.501
C -0.126 -2.190 3.522
C 2.041 -0.411 -2.653
H 3.988 -3.036 0.107
H -0.257 2.091 6.435
H -5.841 -3.646 -1.587
H -1.045 0.048 -4.349
C 0.351 3.762 5.239
H -5.033 -2.999 -0.173
H -4.521 -5.173 -2.913
C 1.016 -5.717 -0.705
H -4.052 5.752 0.559
C 5.398 -0.857 0.323
C 4.153 -1.144 1.169
C -2.262 -3.298 3.333
O 1.488 5.024 -0.153
H -2.301 5.924 0.420
N -1.568 -1.003 0.451
C 1.650 -0.201 2.230
H -3.877 5.287 -2.338
C -1.082 -3.071 4.023
H -1.246 0.867 4.512
H -2.309 4.557 -2.720
C -0.119 -4.077 0.632
O 2.880 -1.134 -3.448
H 3.823 2.950 0.164
C 0.944 5.279 1.162
H -4.227 0.187 -4.340
P -2.285 -2.245 -2.051
N 0.529 3.085 0.503
H -1.000 -0.044 -2.598
C -1.823 2.226 -0.570
H 4.707 -2.782 2.453
H -3.002 4.979 1.752
H -3.097 -2.722 -4.934
H -2.187 -4.978 -1.265
P 3.010 0.372 1.077
B -0.410 -0.102 0.493
H -2.157 1.031 -3.410
C 3.162 1.652 -3.465
C 3.365 3.047 -3.380
C -3.101 5.234 0.695
C 0.431 4.299 3.959
C -4.130 -0.531 -3.519
V -0.061 1.671 -0.543
C -5.028 -2.990 -1.264
C 3.847 1.811 2.024
H 1.833 -5.022 -2.558
H -4.864 2.326 0.930
C -3.950 -4.266 -3.133
H 0.413 6.227 1.132
H 0.771 -1.997 4.093
C -3.302 4.358 -2.315
H 5.326 2.072 0.425
C 2.303 1.040 -2.577
C -1.672 0.058 -3.456
C 4.863 1.485 3.116
H 5.124 -0.596 -0.703
H -0.986 4.315 1.132
C -1.553 -1.807 1.592
H 0.089 -6.142 1.183
H 0.273 -2.509 -3.245
H -3.809 -5.315 -0.631
C 1.895 3.058 -1.503
C -3.084 -4.521 -0.842
H 1.885 2.744 1.990
H -3.002 -0.196 -0.824
C -0.228 2.520 5.442
H 0.894 5.269 3.824
H 3.822 -1.535 3.317
H -3.012 -3.956 3.753
H -1.418 -2.190 -4.868
H 2.422 2.300 3.611
C 2.734 3.758 -2.395
H -3.454 -2.836 1.620
N 1.089 -1.014 -2.086
H 2.808 -1.814 -0.406
C 0.163 -3.108 -0.319
C 0.871 -3.434 -1.471
C 1.111 -2.402 -2.546
H -3.798 3.636 -2.966
H 5.510 -1.285 2.890
H -0.680 -3.806 1.520
H 5.752 0.997 2.727
C -0.704 2.369 3.091
H -4.869 -1.316 -3.676
C -2.509 -2.667 2.116
H 3.135 3.697 2.810
H -3.467 -1.661 -0.009
H 6.030 -1.750 0.292
C -2.641 -1.175 -0.515
H -5.706 3.508 -0.084
H -1.124 1.838 2.243
H 5.186 2.425 3.578
H -2.803 -4.058 0.103
C 4.570 -1.701 2.541
H -5.269 -1.981 -1.589
*
```

Max |F|: 2.70 eV Å⁻¹
Molar mass: 984.49 g/mol
Expectation value of S²: 2.129
Highest occupied orbital energy (alpha / beta): -6.291 / -7.164 eV
Gap between HOMO and LUMO (alpha / beta): 6.21 / 6.54 eV